Entry 1:
A molecular structure, C28H37N2O2PPt at a distorted geometry, computed with wB97M-V/def2-TZVPD.

Structure (XYZ):
```
71
C28H37N2O2PPt (wB97M-V/def2-TZVPD)
C 2.44205 1.89882 -3.36506
C 1.06470 1.72600 -3.28102
C 0.47472 1.12517 -2.15817
C 1.28390 0.83360 -1.04528
C 2.67256 0.84408 -1.20283
C 3.25300 1.43303 -2.33075
C -0.99321 0.84994 -2.20319
C -1.46748 0.08734 -3.46341
N -1.17393 -1.31778 -3.42967
Pt 0.59811 0.45617 0.89629
C 3.53339 0.24630 -0.13070
P 2.42602 -0.70581 1.00609
H 0.41888 2.04771 -4.09922
H 4.33952 1.51705 -2.38507
H 2.87755 2.37769 -4.24003
H 4.05361 1.00635 0.47116
H 4.29694 -0.43992 -0.52482
H -1.30696 0.28201 -1.32535
H -1.54870 1.80317 -2.18308
H -2.56774 0.18927 -3.50236
C 3.33119 -0.90475 2.54528
C 2.29088 -2.32756 0.21912
H -1.02590 0.51904 -4.37210
C -0.10245 -1.87920 -4.18812
C -1.97589 -2.19017 -2.61764
H 0.12642 0.39405 2.58148
H -0.45606 -2.75680 -4.75468
H 0.28863 -1.12178 -4.87986
H 0.71771 -2.21739 -3.52769
H -2.81299 -2.62050 -3.19825
H -1.36204 -3.02900 -2.25788
H -2.39551 -1.64445 -1.76017
H 3.29015 -2.70646 -0.02767
H 1.79713 -3.00980 0.92086
H 1.69367 -2.25699 -0.69854
H 4.34436 -1.28128 2.35205
H 3.39551 0.05697 3.06794
H 2.79207 -1.62094 3.17645
H 0.20967 -0.35101 2.42559
C -2.57533 -1.85209 4.58636
C -3.48125 -1.60334 3.41115
C -3.83342 -2.67490 2.59271
C -4.67390 -2.49658 1.49093
C -5.12436 -1.22105 1.18012
C -4.70151 -0.12439 1.94783
N -5.06662 1.13628 1.49526
C -4.39958 2.36104 1.57465
C -5.17005 3.50547 1.85091
C -4.55838 4.72826 2.11358
C -3.16432 4.84388 2.05250
C -2.39684 3.74006 1.68286
C -2.99594 2.50398 1.40427
C -2.12684 1.41463 0.84148
O -0.86626 1.79793 0.80957
O -2.56405 0.33131 0.41590
C -3.97087 -0.31774 3.13971
C -3.71820 0.81345 4.08238
H -1.71448 -1.17019 4.59038
H -3.09805 -1.73155 5.54536
H -2.18850 -2.87615 4.54762
H -3.43938 -3.66297 2.83412
H -4.96640 -3.34132 0.86927
H -5.75928 -1.03488 0.31027
H -5.94897 1.17852 0.99499
H -6.25791 3.39963 1.89968
H -5.17090 5.58940 2.37624
H -2.66678 5.78894 2.27055
H -1.31259 3.81230 1.59146
H -2.79846 1.35744 3.82152
H -4.54434 1.53303 4.10259
H -3.58654 0.43836 5.10364
```

Summary:
Total charge: +2
Spin multiplicity: 5
⟨S²⟩: 6.039
HOMO (spin up / spin down) (eV): -10.1002 / -13.7180

Löwdin charges in e: atom 1 (C): -0.050, atom 2 (C): -0.046, atom 3 (C): -0.249, atom 4 (C): -0.203, atom 5 (C): -0.322, atom 6 (C): -0.025, atom 7 (C): -0.120, atom 8 (C): -0.110, atom 9 (N): -0.101, atom 10 (Pt): 0.883, atom 11 (C): -0.268, atom 12 (P): 0.658, atom 13 (H): 0.118, atom 14 (H): 0.127, atom 15 (H): 0.118, atom 16 (H): 0.109, atom 17 (H): 0.107, atom 18 (H): 0.063, atom 19 (H): 0.151, atom 20 (H): 0.158, atom 21 (C): -0.225, atom 22 (C): -0.227, atom 23 (H): 0.129, atom 24 (C): 0.017, atom 25 (C): 0.013, atom 26 (H): 0.049, atom 27 (H): 0.132, atom 28 (H): 0.116, atom 29 (H): 0.128, atom 30 (H): 0.137, atom 31 (H): 0.119, atom 32 (H): 0.103, atom 33 (H): 0.065, atom 34 (H): 0.054, atom 35 (H): 0.034, atom 36 (H): 0.072, atom 37 (H): 0.063, atom 38 (H): 0.057, atom 39 (H): 0.041, atom 40 (C): -0.034, atom 41 (C): -0.209, atom 42 (C): -0.002, atom 43 (C): -0.044, atom 44 (C): -0.005, atom 45 (C): -0.195, atom 46 (N): 0.179, atom 47 (C): -0.204, atom 48 (C): 0.007, atom 49 (C): -0.067, atom 50 (C): -0.016, atom 51 (C): -0.002, atom 52 (C): -0.083, atom 53 (C): -0.555, atom 54 (O): -0.268, atom 55 (O): 0.164, atom 56 (C): -0.137, atom 57 (C): -0.002, atom 58 (H): 0.083, atom 59 (H): 0.101, atom 60 (H): 0.085, atom 61 (H): 0.126, atom 62 (H): 0.118, atom 63 (H): 0.128, atom 64 (H): 0.171, atom 65 (H): 0.131, atom 66 (H): 0.115, atom 67 (H): 0.127, atom 68 (H): 0.124, atom 69 (H): 0.098, atom 70 (H): 0.101, atom 71 (H): 0.091


Entry 2:
A molecular structure, C28H37N7O4S2Tc at a distorted geometry, computed with wB97M-V/def2-TZVPD.

Structure (XYZ):
```
79
C28H37N7O4S2Tc (wB97M-V/def2-TZVPD)
Tc -0.43313 -0.88253 0.09348
C -2.60611 -4.33866 3.60792
N -2.80911 -3.66132 2.32911
C -3.71908 -4.31428 1.39080
C -2.14150 -2.57169 1.97253
O -2.23780 -2.04355 0.85300
C -1.19209 -1.97013 3.00450
O -0.54663 -0.81257 2.48867
C -1.02464 0.45257 2.94064
C -1.52305 1.29973 1.77559
O -1.36512 0.87228 0.61599
N -2.09348 2.46907 2.01673
C -2.52861 3.30962 0.90199
C -2.16271 3.10866 3.32317
H -3.44071 -5.01420 3.76936
H -1.68519 -4.92571 3.60308
H -2.57550 -3.64053 4.44254
H -4.68426 -4.46969 1.87088
H -3.84937 -3.68775 0.51617
H -3.31791 -5.28523 1.09646
H -1.72637 -1.73497 3.92631
H -0.40695 -2.69302 3.23798
H -1.81775 0.32822 3.67867
H -0.18072 0.96661 3.40787
H -2.65225 2.70983 0.00679
H -3.47613 3.77734 1.16269
H -1.78640 4.08821 0.71065
H -1.81909 2.45795 4.12198
H -1.54496 4.00874 3.31337
H -3.19118 3.40269 3.53001
C 1.04379 -0.92378 -5.10899
C -0.05850 0.12781 -4.99453
N 0.22069 1.14878 -3.97965
C 0.81915 2.41456 -4.41999
C 2.33888 2.45852 -4.28216
C 0.07787 0.91558 -2.67541
S -0.75765 -0.55326 -2.19650
N 0.41318 1.89741 -1.84449
C 0.91754 2.13222 -0.70615
O 1.61906 1.26635 0.06574
C 0.91856 3.47897 -0.13799
C 0.76520 4.59984 -0.95481
C 0.83806 5.86958 -0.41221
C 1.04033 6.03961 0.95141
C 1.14676 4.92824 1.77921
C 1.09142 3.65714 1.23985
H 0.79919 -1.62155 -5.90876
H 1.14470 -1.47857 -4.17784
H 2.00177 -0.46271 -5.34693
H -1.00615 -0.35054 -4.75529
H -0.17425 0.64315 -5.94540
H 0.37258 3.20835 -3.82289
H 0.53553 2.56783 -5.45882
H 2.63898 2.28992 -3.24787
H 2.70554 3.43655 -4.59246
H 2.81394 1.70813 -4.91228
H 0.61820 4.47031 -2.01746
H 0.74620 6.73416 -1.05536
H 1.11863 7.03446 1.36826
H 1.28207 5.05888 2.84476
H 1.18510 2.78828 1.87911
N -1.33257 -3.86330 -1.19550
C -0.11005 -3.81794 -0.65494
N 0.47599 -2.71564 -0.21229
C 1.76376 -2.99636 0.24796
C 2.73260 -2.05426 0.60733
C 3.96377 -2.51963 1.05788
C 4.25200 -3.87420 1.12253
C 3.32873 -4.81723 0.70082
C 2.10434 -4.35053 0.25753
S 0.79452 -5.28263 -0.42571
H -1.80004 -2.99684 -1.41098
H -1.61883 -4.69028 -1.69144
H 3.33893 -0.08946 0.63888
H 4.72149 -1.79959 1.34444
H 5.21880 -4.19901 1.48013
H 3.55706 -5.87379 0.69808
N 2.52623 -0.67463 0.47601
C 1.40471 -0.07461 0.07626
```

Summary:
Total charge: +2
Spin multiplicity: 2
⟨S²⟩: 0.760
HOMO (spin up / spin down) (eV): -12.4560 / -12.2528

Löwdin charges in e: atom 1 (Tc): 1.060, atom 2 (C): -0.008, atom 3 (N): -0.115, atom 4 (C): -0.005, atom 5 (C): -0.405, atom 6 (O): -0.070, atom 7 (C): -0.076, atom 8 (O): -0.183, atom 9 (C): -0.063, atom 10 (C): -0.379, atom 11 (O): -0.125, atom 12 (N): -0.110, atom 13 (C): 0.015, atom 14 (C): -0.002, atom 15 (H): 0.102, atom 16 (H): 0.108, atom 17 (H): 0.095, atom 18 (H): 0.104, atom 19 (H): 0.086, atom 20 (H): 0.102, atom 21 (H): 0.136, atom 22 (H): 0.152, atom 23 (H): 0.141, atom 24 (H): 0.150, atom 25 (H): 0.100, atom 26 (H): 0.106, atom 27 (H): 0.093, atom 28 (H): 0.088, atom 29 (H): 0.101, atom 30 (H): 0.108, atom 31 (C): -0.065, atom 32 (C): -0.223, atom 33 (N): -0.098, atom 34 (C): -0.176, atom 35 (C): -0.049, atom 36 (C): -0.617, atom 37 (S): 0.734, atom 38 (N): 0.178, atom 39 (C): -0.273, atom 40 (O): 0.040, atom 41 (C): -0.145, atom 42 (C): -0.002, atom 43 (C): -0.046, atom 44 (C): -0.045, atom 45 (C): -0.063, atom 46 (C): -0.029, atom 47 (H): 0.087, atom 48 (H): 0.051, atom 49 (H): 0.071, atom 50 (H): 0.085, atom 51 (H): 0.124, atom 52 (H): 0.103, atom 53 (H): 0.125, atom 54 (H): 0.069, atom 55 (H): 0.087, atom 56 (H): 0.072, atom 57 (H): 0.106, atom 58 (H): 0.118, atom 59 (H): 0.118, atom 60 (H): 0.114, atom 61 (H): 0.114, atom 62 (N): 0.133, atom 63 (C): -0.662, atom 64 (N): -0.086, atom 65 (C): -0.230, atom 66 (C): -0.168, atom 67 (C): -0.005, atom 68 (C): -0.055, atom 69 (C): -0.067, atom 70 (C): -0.448, atom 71 (S): 1.151, atom 72 (H): 0.065, atom 73 (H): 0.119, atom 74 (H): 0.167, atom 75 (H): 0.123, atom 76 (H): 0.121, atom 77 (H): 0.121, atom 78 (N): 0.123, atom 79 (C): -0.274


Entry 3:
A single C28H37NO7 molecule at a distorted geometry, computed with wB97M-V/def2-TZVPD.

Structure (XYZ):
```
73
C28H37NO7 (wB97M-V/def2-TZVPD)
C -4.44739 -3.80604 -0.21149
C -3.33279 -3.98273 0.82816
N -1.98069 -3.83665 0.33338
C -1.50257 -4.96007 -0.45758
C -0.51435 -5.80297 0.34856
C -1.68299 -2.53134 -0.22124
C -0.19945 -2.19377 -0.05120
C 0.12113 -0.80048 -0.60303
C 1.58793 -0.42665 -0.57077
C 1.93780 0.81281 -1.08968
C 3.25525 1.24892 -1.08624
O 3.65979 2.45385 -1.59643
C 2.70868 3.25958 -2.24599
C 4.25284 0.43134 -0.53699
O 5.58810 0.76564 -0.53458
C 5.93634 1.95102 0.14754
C 3.89669 -0.82192 -0.01916
O 4.92416 -1.55012 0.50391
C 4.66423 -2.86207 0.93284
C 2.57343 -1.24536 -0.04806
C -0.67145 0.25773 0.13340
C -0.32072 0.64766 1.42689
O 0.73591 0.01312 1.98278
C 1.24701 0.45663 3.21519
C -1.05131 1.63944 2.08076
C -2.14098 2.24774 1.48298
O -2.86793 3.21314 2.10206
C -2.51791 3.61933 3.40310
C -2.53820 1.86807 0.17864
C -3.66217 2.41387 -0.54496
C -4.53931 3.47141 0.03740
C -3.92567 1.94518 -1.78861
C -3.13329 0.92959 -2.43215
O -3.31830 0.47339 -3.53444
O -2.07199 0.44667 -1.71229
C -1.77421 0.87031 -0.46321
H -4.33275 -4.51700 -1.02650
H -4.42813 -2.80209 -0.62845
H -5.41622 -3.96965 0.25384
H -3.41017 -4.97646 1.27781
H -3.47205 -3.24655 1.62703
H -2.33522 -5.59964 -0.77315
H -1.01262 -4.59643 -1.36570
H -0.99491 -6.18630 1.24488
H 0.33632 -5.19899 0.65105
H -0.15954 -6.64220 -0.24516
H -2.27501 -1.79494 0.32788
H -1.95217 -2.45275 -1.28784
H 0.05112 -2.24498 1.00799
H 0.39730 -2.92939 -0.59044
H -0.20222 -0.77704 -1.64907
H 1.15945 1.43296 -1.50486
H 1.92814 3.60033 -1.55678
H 2.24571 2.73700 -3.08832
H 3.26111 4.12191 -2.61725
H 5.49794 2.83471 -0.32244
H 5.62401 1.90665 1.19744
H 7.02230 2.01089 0.09717
H 4.26354 -3.48023 0.12298
H 5.62668 -3.26295 1.24783
H 3.97066 -2.88335 1.78104
H 2.30896 -2.20234 0.36378
H 0.53874 0.28872 4.03362
H 2.14133 -0.13966 3.38872
H 1.52480 1.51451 3.18007
H -0.76380 1.92992 3.07609
H -3.24223 4.38770 3.66972
H -2.59050 2.79409 4.11825
H -1.51140 4.04782 3.43694
H -4.99445 3.12061 0.96065
H -3.95698 4.35804 0.27688
H -5.32218 3.73778 -0.66811
H -4.75648 2.31847 -2.36589
```

Summary:
Relative energy (zero: lowest compared OMol25 entry of this formula, charge and spin) (eV): 0.0314
Structure (SMILES): CCN(CC)CC[C@H](c1cc(OC)c(OC)c(OC)c1)c1c(OC)cc(OC)c2c(C)cc(=O)oc12
HOMO (eV): -7.8469

natural (NBO) charges in e: atom 1 (C): -0.636, atom 2 (C): -0.196, atom 3 (N): -0.469, atom 4 (C): -0.216, atom 5 (C): -0.602, atom 6 (C): -0.214, atom 7 (C): -0.392, atom 8 (C): -0.303, atom 9 (C): 0.152, atom 10 (C): -0.358, atom 11 (C): 0.266, atom 12 (O): -0.504, atom 13 (C): -0.249, atom 14 (C): 0.231, atom 15 (O): -0.513, atom 16 (C): -0.246, atom 17 (C): 0.270, atom 18 (O): -0.485, atom 19 (C): -0.249, atom 20 (C): -0.353, atom 21 (C): -0.064, atom 22 (C): 0.358, atom 23 (O): -0.494, atom 24 (C): -0.250, atom 25 (C): -0.414, atom 26 (C): 0.363, atom 27 (O): -0.499, atom 28 (C): -0.252, atom 29 (C): -0.180, atom 30 (C): 0.108, atom 31 (C): -0.638, atom 32 (C): -0.366, atom 33 (C): 0.742, atom 34 (O): -0.571, atom 35 (O): -0.475, atom 36 (C): 0.346, atom 37 (H): 0.203, atom 38 (H): 0.206, atom 39 (H): 0.210, atom 40 (H): 0.189, atom 41 (H): 0.188, atom 42 (H): 0.182, atom 43 (H): 0.188, atom 44 (H): 0.203, atom 45 (H): 0.202, atom 46 (H): 0.200, atom 47 (H): 0.195, atom 48 (H): 0.174, atom 49 (H): 0.213, atom 50 (H): 0.203, atom 51 (H): 0.249, atom 52 (H): 0.217, atom 53 (H): 0.173, atom 54 (H): 0.182, atom 55 (H): 0.199, atom 56 (H): 0.187, atom 57 (H): 0.164, atom 58 (H): 0.189, atom 59 (H): 0.177, atom 60 (H): 0.199, atom 61 (H): 0.169, atom 62 (H): 0.221, atom 63 (H): 0.176, atom 64 (H): 0.208, atom 65 (H): 0.181, atom 66 (H): 0.228, atom 67 (H): 0.204, atom 68 (H): 0.181, atom 69 (H): 0.180, atom 70 (H): 0.234, atom 71 (H): 0.234, atom 72 (H): 0.214, atom 73 (H): 0.229


What is the formula in the second record?
C28H37N7O4S2Tc